Record 1
18
Properties=species:S:1:pos:R:3 method="wB97M-V/def2-TZVPD" spin_multiplicity=1 smiles="C=C[C@H]([SiH3])CC" homo_lumo_gap_ev=9.955 charge=0 relative_energy_kcal_mol=58.00
C -1.69498 2.12557 0.73113
C -1.22162 0.85784 0.81324
C 0.00976 0.34193 0.21044
Si 0.02012 0.43834 -1.64660
C 0.39731 -1.27865 0.83200
C 1.50849 -1.74984 0.02247
H -2.76403 2.34853 1.10694
H -1.06440 2.95340 0.52425
H -1.93410 0.04171 0.90406
H 0.86159 0.89051 0.56742
H -0.81257 -0.64318 -2.22696
H 1.44355 0.43752 -1.72472
H -0.43781 1.74100 -2.20531
H -0.59477 -1.74575 0.65826
H 0.71768 -0.97880 1.82161
H 1.34213 -2.58662 -0.80326
H 2.10191 -2.29460 0.70632
H 2.12174 -0.89890 -0.29128


Record 2
27
Properties=species:S:1:pos:R:3 method="wB97M-V/def2-TZVPD" spin_multiplicity=1 smiles=CO[C@H](N)Cc1ccc2c(c1)OCO2 homo_lumo_gap_ev=9.205 charge=0 relative_energy_kcal_mol=124.89
C 4.14925 0.88066 -0.01630
O 3.42347 -0.31835 -0.14524
C 2.11201 -0.50468 0.32655
N 2.23876 -1.84302 0.86542
C 1.25745 0.04053 -0.81614
C -0.23975 0.26133 -0.61271
C -0.53007 1.39779 -0.04300
C -1.90316 1.73576 0.38947
C -2.87923 0.72529 0.22119
C -2.53823 -0.46771 -0.39557
C -1.24280 -0.73910 -0.65780
O -3.60390 -1.33286 -0.61589
C -4.58229 -0.69084 0.29408
O -4.13076 0.62723 0.46646
H 5.18717 0.70964 -0.54875
H 4.21961 0.85191 1.23348
H 3.60696 1.74608 -0.41556
H 2.13094 0.09001 1.22718
H 2.26737 -2.66035 0.32409
H 1.34676 -2.11790 1.48898
H 1.42014 -0.62033 -1.63686
H 1.73063 1.09120 -1.13428
H 0.20888 2.19880 -0.16607
H -2.44053 2.75436 0.40689
H -0.92945 -1.63352 -1.23628
H -5.65044 -0.70789 0.00162
H -4.62879 -1.47402 1.19503


Record 3
35
Properties=species:S:1:pos:R:3 method="wB97M-V/def2-TZVPD" spin_multiplicity=1 smiles="Nc1ccccc1NC(=O)/C=C/c1cn2ccccc2n1" homo_lumo_gap_ev=7.966 charge=0 relative_energy_kcal_mol=0.00
N -1.59879 -0.36879 2.53801
C -0.94356 0.65708 3.18917
C -1.49089 1.92160 3.16371
C -0.88719 3.00712 3.81878
C 0.29943 2.77613 4.51295
C 0.89516 1.50002 4.52961
C 0.30421 0.43694 3.83936
N 0.98269 -0.81409 3.84601
C 1.16482 -1.68134 2.78889
O 1.36243 -2.84334 3.03970
C 1.16604 -1.38052 1.36718
C 1.22147 -0.12926 0.79068
C 1.18243 0.08535 -0.65055
C 1.32129 -0.84886 -1.63461
N 1.28940 -0.08376 -2.82459
C 1.33821 -0.48242 -4.17765
C 1.34504 0.48717 -5.17548
C 1.26513 1.90843 -4.79171
C 1.14042 2.26994 -3.47747
C 1.10052 1.23466 -2.43187
N 1.05238 1.37965 -1.13207
H -2.59934 -0.31399 2.46606
H -1.17492 -1.27622 2.59860
H -2.42070 2.08645 2.61925
H -1.40593 3.96614 3.76025
H 0.72784 3.62274 5.06141
H 1.86408 1.36891 4.99182
H 1.19809 -1.26763 4.74923
H 1.18843 -2.24718 0.73670
H 1.18816 0.77956 1.39747
H 1.43752 -1.90596 -1.56743
H 1.39310 -1.54580 -4.41134
H 1.38961 0.22931 -6.25183
H 1.22162 2.67594 -5.55152
H 1.00299 3.31722 -3.20551


Record 4
16
Properties=species:S:1:pos:R:3 method="wB97M-V/def2-TZVPD" spin_multiplicity=1 homo_lumo_gap_ev=10.088 charge=+1 relative_energy_kcal_mol=29.85
C 0.66436 -1.28735 -0.83742
C 0.54035 2.72075 0.00223
C 0.50831 -1.16417 0.64020
C -0.95614 0.15855 -1.19530
N -0.05931 -0.61259 -1.61695
N 0.29338 2.70379 -1.16762
N -1.96307 0.66986 -1.55438
N -0.61284 -0.26680 0.82371
O 0.68935 2.42549 1.13477
H 1.42776 -1.93959 -1.25385
H 0.24801 -2.16377 1.12895
H 1.53928 -0.75267 0.97595
H 0.30169 3.33790 -1.94211
H -2.78428 0.96778 -1.20175
H -1.58328 -0.60885 1.12580
H -0.18466 0.51932 1.32847


| no. | lowest unoccupied orbital energy (eV) | HOMO level (eV) |
| --- | --- | --- |
| 1 | 1.06 | -8.90 |
| 2 | 0.81 | -8.40 |
| 3 | 0.06 | -7.91 |
| 4 | -4.89 | -14.98 |